(1)
C32H46FGeInN5OSSi3 as an isolated structure in a non-equilibrium geometry. Source: the OMol25 dataset; level of theory: ωB97M-V/def2-TZVPD.

CARTESIAN COORDINATES (ANGSTROEM)
In (-0.2083, 0.3172, -0.2050)
N (-3.1186, 4.1846, -0.4312)
C (-4.0525, 3.5445, -1.2048)
C (-5.2459, 3.9673, -1.7774)
C (-5.9475, 3.0414, -2.5193)
C (-5.4719, 1.7352, -2.6902)
C (-4.2849, 1.3176, -2.1314)
C (-3.5558, 2.2325, -1.3729)
N (-2.3480, 2.1150, -0.7210)
C (-2.1220, 3.2951, -0.1763)
C (-0.9386, 3.6553, 0.5726)
C (-0.7270, 4.8539, 1.2057)
S (0.8237, 4.9036, 1.9173)
C (1.1029, 3.3239, 1.3230)
N (0.1207, 2.7985, 0.6581)
H (-3.1647, 5.1430, -0.1293)
H (-5.6129, 4.9731, -1.6539)
H (-6.8789, 3.3209, -2.9858)
H (-6.0562, 1.0416, -3.2734)
H (-3.9204, 0.3065, -2.2711)
H (-1.3861, 5.6927, 1.2992)
H (2.0318, 2.8125, 1.4874)
C (-2.3052, -4.7148, -3.9635)
Si (-1.1982, -4.1353, -2.5183)
C (0.6687, -4.0354, -2.9317)
C (-1.4275, -5.3345, -1.0506)
Ge (-2.0819, -1.8056, -2.0659)
Si (-3.7779, -1.8357, -0.1583)
C (-5.0993, -2.9687, -0.9533)
C (-4.4716, -0.2459, 0.6323)
C (-2.8418, -2.7135, 1.2552)
Si (-1.5153, -0.2919, -4.0537)
C (0.3260, -0.6705, -4.4127)
C (-2.7470, -0.9965, -5.3367)
C (-1.6101, 1.6113, -3.9542)
H (-2.1323, -5.7633, -4.1775)
H (-2.1159, -4.1603, -4.8778)
H (-3.3584, -4.6035, -3.7183)
H (1.1422, -4.9904, -2.7234)
H (1.1794, -3.2792, -2.3368)
H (0.8475, -3.8185, -3.9808)
H (-1.2267, -6.3513, -1.3826)
H (-2.4411, -5.3236, -0.6609)
H (-0.7398, -5.1265, -0.2367)
H (-5.4720, -2.5614, -1.8909)
H (-5.9542, -3.1022, -0.2953)
H (-4.6895, -3.9537, -1.1580)
H (-5.2051, 0.2650, 0.0193)
H (-3.6751, 0.4586, 0.8591)
H (-4.9520, -0.5059, 1.5707)
H (-2.4792, -3.6885, 0.9531)
H (-3.4933, -2.8610, 2.1100)
H (-1.9954, -2.1178, 1.5924)
H (0.5125, -1.7214, -4.6001)
H (0.9581, -0.3558, -3.5823)
H (0.6550, -0.1243, -5.2918)
H (-2.5214, -2.0312, -5.5754)
H (-2.7031, -0.4347, -6.2656)
H (-3.7714, -0.9508, -4.9721)
H (-1.1567, 1.9886, -3.0404)
H (-2.6253, 1.9899, -4.0078)
H (-1.0581, 2.0337, -4.7890)
N (6.9085, -0.9094, 2.9839)
C (5.7756, -0.3964, 3.5022)
O (5.6575, -0.0920, 4.6669)
C (4.6132, -0.2082, 2.5568)
C (3.3513, -0.0782, 3.1374)
C (2.2527, 0.1417, 2.3299)
N (2.3326, 0.2340, 1.0055)
C (3.5340, 0.1147, 0.4492)
C (4.6990, -0.0938, 1.1739)
H (7.6886, -1.0288, 3.6116)
H (7.0138, -1.2210, 2.0358)
H (3.2621, -0.1429, 4.2094)
H (1.2555, 0.2512, 2.7480)
H (3.5652, 0.1871, -0.6311)
H (5.6454, -0.1430, 0.6582)
F (1.9781, -4.7897, 5.7159)
C (1.7655, -4.3126, 4.4883)
C (2.8140, -3.7030, 3.8010)
C (2.5933, -3.2192, 2.5383)
C (1.3068, -3.2859, 1.9293)
C (1.0760, -2.7508, 0.6767)
C (0.2762, -3.9339, 2.6711)
C (0.4999, -4.4439, 3.9204)
H (3.7817, -3.6388, 4.2741)
H (3.4137, -2.7952, 1.9818)
H (0.1257, -2.8757, 0.1790)
H (1.8868, -2.3317, 0.1066)
H (-0.7039, -4.0253, 2.2345)
H (-0.2767, -4.9525, 4.4731)

Cartesian forces, eV/Å:
0.09 0.40 0.00
0.24 0.01 0.14
-0.10 -0.80 -0.31
-0.08 0.03 0.00
0.08 0.06 0.05
0.07 -0.13 0.02
0.05 0.00 0.02
-0.56 0.63 -0.15
0.76 0.09 0.52
-0.48 -0.20 -0.36
0.19 1.02 0.50
0.12 -0.38 -0.07
-0.18 -0.50 -0.35
0.29 0.38 0.31
-0.17 -1.00 -0.35
0.05 0.00 -0.01
-0.04 0.14 0.03
-0.08 0.07 -0.01
-0.07 -0.08 -0.10
-0.06 0.09 -0.02
-0.19 0.18 0.00
0.21 -0.10 0.08
0.37 0.58 0.49
0.31 -0.56 0.04
-0.74 0.16 0.03
-0.06 0.65 -0.44
0.06 0.18 0.08
-0.20 -0.36 0.55
0.58 0.54 0.14
0.31 -0.40 -0.63
-0.20 0.29 -0.76
0.30 0.14 -0.50
-0.79 -0.10 0.23
0.51 0.15 0.62
-0.19 -0.72 0.30
0.14 -0.26 0.07
0.06 0.09 -0.11
-0.17 0.00 0.06
-0.03 -0.21 0.12
0.00 0.03 0.06
-0.04 0.07 -0.14
0.07 -0.08 -0.21
-0.18 0.00 0.05
0.12 0.10 0.14
-0.06 0.08 -0.09
-0.06 0.07 0.19
0.13 -0.16 -0.03
-0.08 0.04 -0.11
0.11 0.07 0.01
-0.04 -0.29 0.17
0.12 -0.18 -0.10
-0.27 0.05 0.13
0.12 0.08 0.03
0.02 -0.19 0.02
0.02 0.02 0.10
-0.07 0.18 -0.17
0.04 -0.17 0.00
0.08 0.19 -0.09
-0.11 0.05 0.05
0.04 0.06 0.10
-0.12 0.00 0.02
0.18 -0.15 -0.23
0.27 -0.07 -0.07
0.09 -0.05 -0.07
-0.14 0.04 0.12
-0.52 0.25 -0.07
0.18 0.03 -0.07
-0.09 -0.02 0.29
-0.39 0.16 -0.31
0.18 -0.03 -0.30
-0.07 -0.10 0.21
-0.02 0.00 -0.03
-0.09 0.02 0.02
-0.04 0.01 0.14
0.10 -0.06 0.15
0.09 0.05 -0.04
0.06 -0.01 -0.10
0.01 0.05 -0.14
-0.03 0.11 -0.18
-0.09 -0.21 0.32
-0.30 -0.04 -0.14
0.10 -0.36 0.75
-0.13 0.07 -0.53
0.18 0.19 -0.22
0.18 -0.12 0.36
0.11 -0.02 0.04
0.10 0.13 -0.11
-0.15 -0.06 0.00
0.13 0.09 -0.14
-0.13 -0.03 -0.08
-0.03 0.01 0.05

Properties
largest force on an atom = 0.0224 Eh/bohr
energy relative to the best compared isomer or geometry (same formula, charge and spin) = 2.9564 eV
LUMO (alpha / beta) = -7.04 / -7.03 eV
E = -5229.15933 Eh
total charge = +2
multiplicity = 2
HOMO energy (alpha / beta) = -11.59 / -13.37 eV

These are the Löwdin partial charges, in e, on atoms 1 to 8: 0.88, 0.20, -0.16, 0.01, -0.05, -0.06, -0.09, -0.25


(2)
C32H46N10ORe as an isolated structure. Source: the OMol25 dataset; level of theory: ωB97M-V/def2-TZVPD.

CARTESIAN COORDINATES (ANGSTROEM)
Re (0.1560, -0.0466, -0.3972)
C (-5.5969, -4.0618, 1.0140)
C (-4.3960, -3.1671, 1.0510)
C (-4.1870, -2.2697, 2.0998)
C (-3.0895, -1.4343, 2.1202)
C (-2.1148, -1.4593, 1.1132)
N (-1.0436, -0.5296, 1.1036)
C (-0.5481, -0.0238, 2.3577)
C (-1.2604, 0.8905, 3.1344)
C (-0.7718, 1.3563, 4.3439)
C (0.4746, 0.9522, 4.8263)
C (1.0139, 1.4512, 6.1326)
C (1.2162, 0.0836, 4.0298)
C (0.7126, -0.3981, 2.8302)
N (1.5178, -1.2730, 2.0512)
C (2.3878, -2.2086, 2.4602)
C (3.0566, -2.6864, 1.3485)
C (2.5328, -1.9766, 0.2811)
N (1.5961, -1.1104, 0.7046)
C (-2.2762, -2.4288, 0.1124)
C (-3.4188, -3.2238, 0.0683)
N (-1.2509, -2.7402, -0.8429)
C (-1.0882, -3.9124, -1.4796)
C (-0.0368, -3.7947, -2.3700)
C (0.4176, -2.5025, -2.2102)
N (-0.3148, -1.8585, -1.2766)
H (-6.4931, -3.5313, 1.3326)
H (-5.4579, -4.8998, 1.7005)
H (-5.7687, -4.4697, 0.0201)
H (-4.9009, -2.2222, 2.9128)
H (-2.9711, -0.7709, 2.9624)
H (-2.2457, 1.1959, 2.8086)
H (-1.3717, 2.0341, 4.9386)
H (0.2276, 1.8820, 6.7483)
H (1.7692, 2.2218, 5.9652)
H (1.4885, 0.6465, 6.6927)
H (2.2064, -0.2180, 4.3509)
H (2.4698, -2.4785, 3.5011)
H (3.8120, -3.4532, 1.3254)
H (2.7739, -2.0552, -0.7658)
H (-3.5577, -3.9171, -0.7505)
H (-1.7075, -4.7648, -1.2594)
H (0.3407, -4.5577, -3.0291)
H (1.2377, -1.9972, -2.6917)
N (-4.0933, 2.9092, 0.8899)
C (-2.7909, 2.4377, 0.2594)
C (-1.6773, 3.3913, 0.6816)
C (-0.3711, 3.2247, -0.1012)
N (0.4567, 2.0332, 0.3273)
C (-0.6166, 3.2112, -1.6041)
C (-1.6903, 2.2205, -2.0304)
N (-1.1556, 0.8192, -1.9513)
C (-2.9898, 2.3997, -1.2499)
H (-4.0340, 2.9642, 1.9111)
H (-4.8743, 2.2851, 0.6629)
H (-4.3514, 3.8452, 0.5567)
H (-2.6249, 1.4342, 0.6550)
H (-1.4885, 3.3242, 1.7559)
H (-1.9999, 4.4197, 0.4846)
H (0.2363, 4.0988, 0.1379)
H (0.4949, 2.0286, 1.3496)
H (1.4046, 2.2545, 0.0214)
H (0.3144, 3.0197, -2.1436)
H (-0.9351, 4.2118, -1.9037)
H (-1.9329, 2.3981, -3.0793)
H (-0.4967, 0.7416, -2.7279)
H (-1.9064, 0.1663, -2.1790)
H (-3.7113, 1.6265, -1.5287)
H (-3.4120, 3.3534, -1.5845)
C (3.8822, 1.1933, -0.3165)
N (3.8926, 0.5422, -1.6194)
C (5.2459, 0.4337, -2.2084)
C (5.2531, -0.5757, -3.3300)
C (4.1717, -0.2068, -4.3140)
N (2.8749, -0.0492, -3.6198)
C (1.7330, -0.1116, -4.5269)
C (2.7872, 0.3328, -2.3431)
O (1.5991, 0.5248, -1.8262)
H (4.6426, 0.7335, 0.3131)
H (2.9294, 1.0632, 0.1794)
H (4.1205, 2.2551, -0.4170)
H (5.9192, 0.1367, -1.4060)
H (5.5591, 1.4209, -2.5576)
H (5.0896, -1.5832, -2.9406)
H (6.2226, -0.5723, -3.8253)
H (4.0384, -0.9811, -5.0680)
H (4.4037, 0.7264, -4.8330)
H (1.6454, -1.1103, -4.9555)
H (1.8847, 0.5940, -5.3445)
H (0.8108, 0.1423, -4.0195)

Cartesian forces, eV/Å:
0.28 0.00 -0.13
-0.01 -0.01 0.00
0.00 0.01 0.00
0.01 -0.01 -0.01
-0.02 0.00 0.00
-0.02 0.02 -0.01
0.06 0.08 0.01
-0.13 0.02 0.02
0.01 -0.03 0.01
0.00 0.00 0.00
0.00 0.00 0.00
0.00 0.00 0.00
0.01 0.00 0.01
-0.02 0.03 -0.01
-0.02 -0.04 -0.01
-0.01 0.01 0.00
0.00 -0.01 -0.01
0.02 0.00 0.00
0.06 0.16 0.05
-0.01 0.01 -0.02
-0.02 -0.01 -0.01
0.00 0.01 0.06
0.01 -0.01 0.01
0.02 0.01 0.00
-0.03 -0.04 0.03
0.03 0.04 -0.16
0.00 0.00 0.00
0.00 0.00 0.00
0.00 0.00 0.00
0.00 0.00 0.00
0.00 -0.01 0.00
0.00 0.02 0.01
0.00 0.00 0.00
0.00 0.00 0.00
0.00 0.00 0.00
0.00 0.00 0.00
0.00 0.00 0.00
0.00 0.00 0.00
0.00 0.00 0.00
0.01 0.02 0.00
0.01 0.00 -0.01
-0.01 0.01 0.01
0.00 0.00 0.00
0.01 0.01 -0.03
0.00 -0.01 0.01
0.02 0.01 0.00
0.01 0.00 0.00
0.00 0.00 -0.03
-0.03 -0.07 0.10
-0.01 0.00 0.02
0.03 0.02 -0.01
-0.11 -0.07 0.13
-0.02 0.00 -0.02
0.00 0.00 0.00
0.00 0.00 0.00
0.00 0.00 0.00
0.00 -0.01 0.00
0.00 -0.01 0.00
0.00 0.00 0.01
-0.01 0.01 -0.01
0.00 0.00 0.00
0.02 -0.02 0.02
0.00 -0.01 0.01
0.00 0.00 0.00
0.02 0.00 -0.01
-0.04 -0.04 -0.03
-0.03 0.01 0.03
0.00 0.00 0.00
0.00 0.00 0.00
0.00 -0.01 -0.02
-0.04 -0.04 0.01
0.01 -0.02 -0.01
0.00 0.00 0.00
0.01 0.00 -0.01
-0.01 -0.05 0.02
-0.01 0.02 -0.02
-0.02 0.08 -0.08
0.05 -0.03 0.04
0.00 0.01 -0.01
-0.05 -0.06 0.04
-0.01 0.01 0.01
0.00 0.00 0.00
0.00 0.00 0.00
0.00 0.00 0.00
0.00 0.00 0.00
0.00 0.00 0.00
0.00 0.00 0.00
0.00 0.00 0.01
0.00 0.01 0.00
-0.01 -0.02 0.02

Properties
largest force on an atom = 0.0060 Eh/bohr
energy relative to the best compared isomer or geometry (same formula, charge and spin) = 0.0000 eV
LUMO (alpha / beta) = -9.75 / -12.15 eV
E = -1946.80134 Eh
total charge = +4
multiplicity = 4
HOMO energy (alpha / beta) = -18.01 / -18.35 eV

These are the Löwdin partial charges, in e, on atoms 1 to 8: 1.68, -0.01, -0.23, 0.01, 0.00, -0.20, -0.13, -0.26